[1]
Entry from the Open Molecules 2025 dataset: a structure of composition C54H53InN4O5PS in a non-equilibrium geometry (ωB97M-V/def2-TZVPD).

Element x y z (Å)
In (-19.969, -3.696, 8.571)
C (-14.361, 0.597, 12.893)
C (-15.646, 0.175, 12.295)
C (-16.085, -1.109, 12.401)
C (-17.311, -1.531, 11.978)
C (-18.156, -0.540, 11.426)
C (-17.745, 0.762, 11.222)
C (-16.449, 1.130, 11.649)
S (-19.622, -1.200, 10.730)
O (-19.979, -2.327, 11.515)
O (-20.590, -0.118, 10.735)
N (-19.224, -1.799, 9.322)
C (-18.742, -0.861, 8.345)
C (-17.223, -0.865, 8.000)
O (-16.731, 0.115, 7.484)
O (-16.631, -2.008, 8.166)
H (-14.644, 1.141, 13.784)
H (-13.772, 1.216, 12.191)
H (-13.740, -0.224, 13.256)
H (-15.516, -1.823, 13.050)
H (-17.615, -2.546, 12.156)
H (-18.337, 1.533, 10.781)
H (-16.015, 2.069, 11.332)
H (-18.920, 0.149, 8.596)
H (-19.216, -1.196, 7.385)
C (-24.061, 0.122, 12.638)
C (-23.857, -1.135, 13.148)
C (-23.513, -2.201, 12.284)
C (-23.403, -1.887, 10.987)
C (-23.575, -0.575, 10.471)
C (-23.868, 0.479, 11.349)
P (-22.780, -2.987, 9.622)
C (-24.255, -3.048, 8.502)
C (-23.938, -3.771, 7.286)
C (-24.983, -1.826, 5.971)
C (-26.373, -2.172, 6.483)
C (-26.545, -2.459, 7.782)
C (-25.491, -2.616, 8.811)
C (-22.922, -4.733, 10.232)
C (-24.093, -5.078, 10.926)
C (-24.511, -6.358, 11.073)
C (-23.791, -7.379, 10.489)
C (-22.540, -7.153, 9.889)
C (-21.786, -8.196, 9.356)
C (-20.543, -8.022, 8.787)
C (-20.102, -6.695, 8.620)
C (-20.874, -5.615, 9.015)
C (-22.088, -5.803, 9.658)
H (-24.470, 0.830, 13.322)
H (-24.128, -1.278, 14.251)
H (-23.293, -3.176, 12.707)
H (-23.506, -0.436, 9.438)
H (-23.930, 1.503, 10.960)
H (-23.875, -4.807, 7.446)
H (-24.466, -1.287, 6.780)
H (-27.199, -2.152, 5.794)
H (-27.614, -2.573, 8.091)
H (-25.671, -2.207, 9.806)
H (-24.847, -4.273, 11.172)
H (-25.556, -6.443, 11.424)
H (-24.156, -8.406, 10.506)
H (-22.183, -9.194, 9.629)
H (-19.986, -8.880, 8.383)
H (-19.119, -6.466, 8.224)
O (-17.872, -4.346, 8.573)
C (-17.272, -4.625, 9.856)
C (-17.007, -6.144, 10.147)
C (-16.437, -7.014, 8.972)
C (-15.005, -6.838, 8.523)
C (-14.524, -5.611, 8.123)
C (-13.244, -5.482, 7.790)
C (-12.410, -6.575, 7.890)
C (-12.964, -7.768, 8.319)
N (-14.238, -7.904, 8.608)
H (-17.223, -2.829, 8.362)
H (-18.032, -4.401, 10.664)
H (-16.427, -3.959, 10.025)
H (-17.995, -6.568, 10.331)
H (-16.486, -6.215, 11.095)
H (-17.057, -6.780, 8.076)
H (-16.645, -8.043, 9.410)
H (-15.232, -4.819, 8.096)
H (-12.782, -4.529, 7.511)
H (-11.390, -6.491, 7.744)
H (-12.366, -8.592, 8.380)
C (-20.657, -1.124, 3.891)
C (-19.637, -0.732, 4.944)
C (-18.544, -1.735, 5.029)
C (-17.322, -1.325, 4.514)
C (-16.326, -2.193, 4.348)
C (-16.449, -3.479, 4.824)
C (-17.622, -3.885, 5.468)
C (-17.754, -5.336, 5.779)
C (-17.987, -6.136, 4.466)
C (-18.632, -2.978, 5.660)
N (-19.851, -3.341, 6.387)
C (-20.736, -4.050, 5.612)
C (-22.077, -4.112, 5.689)
C (-23.016, -4.635, 4.670)
C (-24.268, -4.100, 4.864)
C (-24.162, -3.133, 5.971)
N (-22.777, -3.135, 6.533)
H (-21.483, -0.380, 3.731)
H (-21.246, -2.001, 4.211)
H (-20.193, -1.334, 2.899)
H (-20.106, -0.683, 5.934)
H (-19.243, 0.227, 4.613)
H (-17.285, -0.322, 4.126)
H (-15.428, -1.693, 3.979)
H (-15.586, -4.177, 4.718)
H (-18.596, -5.560, 6.417)
H (-16.850, -5.668, 6.367)
H (-18.996, -5.973, 4.164)
H (-17.741, -7.185, 4.683)
H (-17.276, -5.766, 3.680)
H (-20.283, -4.617, 4.839)
H (-22.731, -5.351, 3.928)
H (-25.106, -4.166, 4.188)
H (-24.877, -1.241, 5.019)

Calculated values
DFT total energy: -98351.9177 eV
Gap between HOMO and LUMO: 0.245 Ha
Charge: -1
Highest occupied orbital energy: -4.49 eV

=====

[2]
Entry from the Open Molecules 2025 dataset: a structure of composition C54H54Br4GeIrN2O2 in a non-equilibrium geometry (ωB97M-V/def2-TZVPD).

Element x y z (Å)
Ir (-0.128, 0.499, 0.322)
C (-2.537, -2.494, -3.016)
C (-1.801, -1.185, -3.307)
C (-1.543, -1.106, -4.817)
C (-2.551, 0.035, -2.812)
C (-3.912, 0.157, -3.054)
C (-4.622, 1.265, -2.632)
C (-3.979, 2.289, -1.957)
C (-2.622, 2.214, -1.687)
C (-1.864, 3.349, -1.038)
C (-2.733, 4.250, -0.165)
C (-1.173, 4.184, -2.122)
C (-1.913, 1.077, -2.115)
N (-0.541, 1.024, -1.820)
C (0.319, 0.999, -2.780)
C (1.742, 0.963, -2.707)
C (2.421, 1.031, -3.936)
C (3.790, 1.100, -4.017)
C (4.541, 1.114, -2.837)
C (3.923, 1.028, -1.622)
C (2.510, 0.928, -1.498)
N (1.955, 0.802, -0.297)
C (2.691, 0.979, 0.885)
C (2.740, 2.269, 1.457)
C (3.293, 2.415, 2.715)
C (3.813, 1.329, 3.396)
C (3.863, 0.091, 2.781)
C (3.329, -0.107, 1.517)
C (3.548, -1.431, 0.816)
C (5.055, -1.669, 0.642)
C (2.935, -2.622, 1.554)
C (2.270, 3.473, 0.672)
C (3.485, 4.148, 0.023)
C (1.522, 4.494, 1.526)
H (-1.887, -3.333, -3.258)
H (-3.442, -2.585, -3.611)
H (-2.799, -2.565, -1.965)
H (-0.836, -1.234, -2.792)
H (-2.482, -1.034, -5.360)
H (-1.022, -2.006, -5.137)
H (-0.931, -0.247, -5.084)
H (-4.427, -0.626, -3.588)
H (-5.681, 1.338, -2.835)
H (-4.546, 3.150, -1.647)
H (-1.084, 2.905, -0.397)
H (-3.402, 4.861, -0.767)
H (-2.097, 4.918, 0.413)
H (-3.327, 3.661, 0.527)
H (-1.914, 4.579, -2.817)
H (-0.461, 3.588, -2.689)
H (-0.640, 5.020, -1.674)
H (-0.069, 1.067, -3.800)
H (1.832, 1.039, -4.842)
H (4.281, 1.155, -4.976)
H (5.617, 1.195, -2.887)
H (4.500, 1.025, -0.711)
H (3.308, 3.384, 3.186)
H (4.209, 1.458, 4.391)
H (4.337, -0.735, 3.290)
H (3.103, -1.383, -0.181)
H (5.529, -1.851, 1.604)
H (5.541, -0.810, 0.184)
H (5.223, -2.536, 0.005)
H (3.309, -2.678, 2.573)
H (3.192, -3.548, 1.039)
H (1.849, -2.550, 1.591)
H (1.590, 3.135, -0.118)
H (4.176, 4.483, 0.794)
H (3.169, 5.012, -0.559)
H (4.011, 3.462, -0.639)
H (2.195, 5.015, 2.204)
H (0.756, 3.998, 2.111)
H (1.047, 5.237, 0.886)
Br (-5.213, 2.945, 5.040)
C (-3.602, 2.533, 4.161)
C (-2.381, 2.823, 4.788)
Br (-2.368, 3.581, 6.511)
C (-1.193, 2.555, 4.136)
Br (0.466, 2.973, 4.925)
C (-1.157, 2.000, 2.842)
O (-0.091, 1.844, 2.183)
C (-2.431, 1.606, 2.226)
O (-2.409, 0.994, 1.128)
C (-3.619, 1.946, 2.911)
Br (-5.240, 1.520, 2.046)
C (-3.381, -1.996, 0.689)
Ge (-1.387, -1.724, 0.722)
C (-0.975, -1.736, 2.704)
C (-1.872, -2.221, 3.645)
C (-1.636, -2.042, 4.999)
C (-0.512, -1.356, 5.429)
C (0.385, -0.857, 4.500)
C (0.148, -1.047, 3.152)
C (-0.363, -3.089, -0.430)
C (0.696, -2.520, -1.096)
C (1.435, -3.202, -2.066)
C (1.052, -4.458, -2.444)
C (-0.054, -5.079, -1.826)
C (-0.518, -6.342, -2.251)
C (-1.584, -6.940, -1.639)
C (-2.198, -6.325, -0.536)
C (-1.780, -5.094, -0.114)
C (-0.735, -4.412, -0.768)
H (-3.692, -2.975, 1.047)
H (-3.801, -1.847, -0.301)
H (-3.819, -1.239, 1.332)
H (-2.767, -2.737, 3.326)
H (-2.340, -2.434, 5.721)
H (-0.339, -1.206, 6.485)
H (1.260, -0.308, 4.821)
H (0.849, -0.629, 2.431)
H (0.961, -1.490, -0.862)
H (2.284, -2.719, -2.529)
H (1.590, -4.987, -3.216)
H (-0.017, -6.821, -3.081)
H (-1.953, -7.894, -1.986)
H (-3.008, -6.833, -0.028)
H (-2.236, -4.615, 0.740)

Calculated values
DFT total energy: -403474.3682 eV
Gap between HOMO and LUMO (spin up / spin down): 0.250 / 0.207 Ha
Multiplicity: 2
Highest occupied orbital energy (spin up / spin down): -7.69 / -7.78 eV

=====

The highest DFT total energy belongs to which entry?
C54H53InN4O5PS

=====

DFT total energy of number 1 (C54H53InN4O5PS)?
-98351.9177 eV

=====

Among the records above, which one has the lowest DFT total energy?
C54H54Br4GeIrN2O2